# 1
Here is an isolated ion of composition C4H9N2 and charge +1 at a distorted geometry from the Open Molecules 2025 dataset. Energies are from ωB97M-V with the def2-TZVPD basis set.

Each line ends with the Mulliken charge.
Geometry (Å):
H -3.294 -0.074 -0.314  0.327
C 2.473 -0.052 -0.264  -0.827
H 3.196 -0.832 -0.524  0.314
H -1.788 0.328 1.712  0.346
H 2.245 0.613 -1.121  0.300
H 3.084 0.355 0.630  0.322
H -0.392 2.159 -0.277  0.276
C -1.406 0.239 0.639  0.066
H 1.333 -1.496 0.456  0.290
C -2.294 -0.440 -0.392  -0.934
N -0.398 1.297 0.237  -0.260
N 1.214 -0.547 0.183  -0.190
H -2.334 -1.524 -0.035  0.270
C 0.095 0.105 0.401  0.384
H -1.733 -0.132 -1.333  0.316

Cartesian forces (eV/Å) of the 6 atoms listed first:
H -0.601 0.453 -0.351
C 2.010 1.896 0.586
H -0.921 -0.347 -0.606
H 0.794 -0.062 -1.541
H 0.971 -0.008 0.679
H -1.319 0.410 -1.476

Calculated values
Molecular weight ... 85.13 g mol⁻¹
HOMO ... -0.5566 hartree
Lowest unoccupied orbital energy ... -3.4 eV
Spin multiplicity ... 1
Structure (SMILES) ... C/[NH+]=C1\N[C@H]1C
Total charge ... +1
ΔE to the lowest compared entry with this formula, charge and spin ... 67.5 kcal per mole

***

# 2
Here is a 3-piece molecular cluster, C4H9N2 overall at a distorted geometry from the Open Molecules 2025 dataset. Energies are from ωB97M-V with the def2-TZVPD basis set.

Each line ends with the Mulliken charge.
Geometry (Å):
C 1.268 1.180 0.410  -0.009
H 1.615 2.216 0.662  0.314
N 1.903 0.146 0.289  -0.301
H -4.463 1.325 1.164  0.397
N 1.052 -2.201 -0.441  -0.830
C -2.433 1.175 0.247  -0.143
H 1.646 -2.990 -0.417  0.276
H 2.958 0.092 0.450  0.265
H 0.510 -2.336 -1.353  0.313
C -3.549 1.035 0.719  0.083
H -0.734 2.190 -0.751  0.339
H 0.557 -2.399 0.450  0.335
C -1.137 1.192 -0.395  -0.770
H -0.734 0.263 -0.819  0.303
H 1.541 -0.890 -0.214  0.426

Cartesian forces (eV/Å) of the 6 atoms listed first:
C -2.581 2.994 0.338
H -0.049 -1.106 0.035
N 3.150 -2.533 -0.792
H -0.571 -0.392 0.159
N -1.400 0.032 -0.715
C 1.270 -0.610 -0.258

Calculated values
Molecular weight ... 85.13 g mol⁻¹
HOMO (alpha / beta) ... -0.4523 / -0.4851 hartree
Lowest unoccupied orbital energy (alpha / beta) ... -5.1 / -4.6 eV
Spin multiplicity ... 1
Total charge ... +1
ΔE to the lowest compared entry with this formula, charge and spin ... 155.9 kcal per mole

***

# 3
Here is C4H9N2 as an isolated structure at a distorted geometry from the Open Molecules 2025 dataset. Energies are from ωB97M-V with the def2-TZVPD basis set.

Each line ends with the Mulliken charge.
Geometry (Å):
C -2.426 0.077 -0.074  -0.677
C -0.089 0.958 -0.157  -0.016
H 2.832 0.245 -1.029  0.312
H 2.600 -0.964 0.234  0.328
H -2.844 -0.893 0.030  0.325
H -0.323 1.882 -0.754  0.346
N 0.980 0.105 -0.063  -0.020
N -0.995 0.028 0.015  0.017
H -2.777 0.825 0.743  0.315
H -2.644 0.717 -0.943  0.277
H 0.312 -1.194 1.373  0.345
C 2.430 0.090 -0.033  -0.682
H 2.937 1.000 0.503  0.277
H -0.074 -1.906 -0.183  0.355
C 0.082 -0.970 0.337  -0.502

Cartesian forces (eV/Å) of the 6 atoms listed first:
C -0.198 3.637 1.458
C 0.655 -1.157 -2.918
H -0.201 -0.341 -0.433
H 0.937 0.808 0.516
H -0.591 -0.508 -0.296
H 0.945 -0.384 1.416

Calculated values
Molecular weight ... 85.13 g mol⁻¹
HOMO ... -0.5184 hartree
Lowest unoccupied orbital energy ... -4.3 eV
Spin multiplicity ... 1
Total charge ... +1
ΔE to the lowest compared entry with this formula, charge and spin ... 72.9 kcal per mole

***

# 4
Here is a 2-piece molecular cluster, C4H9N2 overall at a distorted geometry from the Open Molecules 2025 dataset. Energies are from ωB97M-V with the def2-TZVPD basis set.

Each line ends with the Mulliken charge.
Geometry (Å):
H 3.239 -0.828 -0.789  0.285
H -2.725 0.589 1.236  0.223
N -2.288 -0.430 -0.500  -0.414
H -0.899 0.027 -0.279  0.457
C 2.454 -1.054 0.057  -0.755
H 1.283 2.004 -0.779  0.294
C 1.152 1.482 0.052  -0.613
H 1.136 2.130 0.881  0.255
H 2.785 -1.179 1.154  0.296
H -2.557 -1.139 -1.154  0.203
N 0.334 0.283 -0.171  -0.085
H -4.107 -0.038 0.142  0.291
C 1.521 0.052 0.006  0.455
C -3.091 0.127 0.320  -0.180
H 1.763 -2.026 -0.176  0.289

Cartesian forces (eV/Å) of the 6 atoms listed first:
H -1.090 -0.869 2.100
H -0.015 0.597 -0.511
N 2.467 1.600 2.229
H 0.388 -1.141 -0.534
C -0.646 -2.244 -0.539
H 0.785 2.177 -3.701

Calculated values
Molecular weight ... 85.13 g mol⁻¹
HOMO ... -0.5481 hartree
Lowest unoccupied orbital energy ... -3.6 eV
Spin multiplicity ... 1
Total charge ... +1
ΔE to the lowest compared entry with this formula, charge and spin ... 99.2 kcal per mole

***

# 5
Here is an isolated ion of composition C4H9N2 and charge +1 at a distorted geometry from the Open Molecules 2025 dataset. Energies are from ωB97M-V with the def2-TZVPD basis set.

Each line ends with the Mulliken charge.
Geometry (Å):
H 1.155 1.158 -2.223  0.375
C -0.416 -0.907 0.661  0.496
H -0.786 -2.697 0.660  0.237
H -1.742 -1.803 1.957  0.249
N 0.611 -0.956 -0.166  -0.116
H 1.894 0.827 0.232  0.287
C 0.896 0.467 -0.120  0.360
N -1.100 -1.965 1.198  -0.356
H -0.464 0.908 1.811  0.392
H -1.151 1.188 0.299  0.286
H -0.565 1.175 -1.768  0.334
H 0.510 2.369 -1.130  0.381
C 0.540 1.334 -1.404  -1.369
C -0.364 0.618 0.778  -0.816
H 0.983 -1.716 -0.784  0.262

Cartesian forces (eV/Å) of the 6 atoms listed first:
H 1.300 -0.161 -1.358
C -1.152 -0.435 0.820
H -0.367 -3.413 -0.139
H -0.214 -0.784 -0.258
N 0.312 -1.399 -0.851
H -0.845 -0.957 0.130

Calculated values
Molecular weight ... 85.13 g mol⁻¹
HOMO ... -0.5604 hartree
Lowest unoccupied orbital energy ... -3.5 eV
Spin multiplicity ... 1
Structure (SMILES) ... C[C@H]1CC(=[NH2+])N1
Total charge ... +1
ΔE to the lowest compared entry with this formula, charge and spin ... 40.3 kcal per mole

***

# 6
Here is a 2-piece molecular cluster, C4H9N2 overall at a distorted geometry from the Open Molecules 2025 dataset. Energies are from ωB97M-V with the def2-TZVPD basis set.

Each line ends with the Mulliken charge.
Geometry (Å):
C 3.232 -0.185 0.607  -0.115
H 4.168 -0.706 0.239  0.287
H -1.270 -1.565 -0.574  0.361
H -2.812 -1.252 -0.446  0.361
N 2.549 -0.029 -0.368  -0.215
H -2.411 0.706 0.858  0.321
C -0.590 1.075 0.411  0.304
H 1.005 1.879 -0.610  0.342
N -1.687 0.423 0.207  -0.066
C 0.663 0.818 -0.355  -0.897
H 2.954 0.082 1.658  0.264
H -1.717 -0.446 -1.746  0.335
H 0.568 0.328 -1.306  0.292
C -1.934 -0.685 -0.663  -0.941
H -0.354 1.883 1.168  0.367

Cartesian forces (eV/Å) of the 6 atoms listed first:
C 1.703 -0.577 3.101
H -0.453 0.564 1.016
H 0.788 0.846 0.770
H -1.382 0.821 -0.134
N -4.226 1.243 -2.886
H -0.504 -0.225 -0.320

Calculated values
Molecular weight ... 85.13 g mol⁻¹
HOMO (alpha / beta) ... -0.5021 / -0.5014 hartree
Lowest unoccupied orbital energy (alpha / beta) ... -5.7 / -5.6 eV
Spin multiplicity ... 1
Total charge ... +1
ΔE to the lowest compared entry with this formula, charge and spin ... 125.4 kcal per mole

***

# 7
Here is an isolated ion of composition C4H9N2 and charge +1 at a distorted geometry from the Open Molecules 2025 dataset. Energies are from ωB97M-V with the def2-TZVPD basis set.

Each line ends with the Mulliken charge.
Geometry (Å):
C -1.432 1.250 -0.230  -0.999
H 1.427 -0.579 -2.053  0.265
H 1.280 -2.337 0.459  0.303
H 0.692 0.181 2.436  0.249
C 1.541 -1.471 -0.151  -0.492
C -0.194 0.396 0.551  0.666
N -0.103 0.543 1.911  -0.391
N 0.560 -0.376 -0.172  0.071
H -2.218 1.640 0.577  0.303
H -0.887 2.166 -0.664  0.323
H 2.610 -1.280 -0.254  0.254
H -1.850 0.779 -1.114  0.339
H -0.083 -1.658 -1.865  0.312
H -0.688 1.277 2.394  0.261
C 0.639 -0.966 -1.384  -0.463

Cartesian forces (eV/Å) of the 6 atoms listed first:
C 2.085 1.425 2.397
H -1.099 0.430 -0.088
H -0.253 0.259 -0.377
H -0.319 0.055 -0.304
C -1.500 0.290 -0.723
C -2.947 1.548 0.230

Calculated values
Molecular weight ... 85.13 g mol⁻¹
HOMO ... -0.5458 hartree
Lowest unoccupied orbital energy ... -3.3 eV
Spin multiplicity ... 1
Structure (SMILES) ... CC(=[NH2+])N1CC1
Total charge ... +1
ΔE to the lowest compared entry with this formula, charge and spin ... 59.4 kcal per mole

***

# 8
Here is an isolated ion of composition C4H9N2 and charge +1 at a distorted geometry from the Open Molecules 2025 dataset. Energies are from ωB97M-V with the def2-TZVPD basis set.

Each line ends with the Mulliken spin population.
Geometry (Å):
C 0.920 0.079 -0.235  0.239
H 1.304 1.436 -1.739  0.006
H -1.420 1.286 -0.221  -0.004
H -1.945 -1.506 0.949  0.022
C -1.305 0.135 -0.099  0.528
H 1.836 0.204 1.506  0.012
H 0.871 -1.225 1.255  -0.001
H -0.074 -1.603 -0.617  0.000
C -0.225 -0.527 -0.868  0.019
N 1.392 1.262 -0.679  0.054
C -2.073 -0.445 0.800  0.955
N 1.410 -0.525 0.836  0.078
H 2.322 1.728 -0.312  0.001
H -2.842 0.056 1.420  0.018
H -0.170 -0.356 -1.997  0.072

Cartesian forces (eV/Å) of the 6 atoms listed first:
C 0.505 1.523 -0.182
H -0.016 -0.352 2.380
H 0.450 -2.158 -0.109
H -0.325 -0.226 0.223
C 4.617 6.639 -6.636
H -0.548 -2.103 -0.935

Calculated values
Molecular weight ... 85.13 g mol⁻¹
HOMO (alpha / beta) ... -0.3704 / -0.5683 hartree
Lowest unoccupied orbital energy (alpha / beta) ... -3.3 / -7.4 eV
Spin multiplicity ... 3
Total charge ... +1
ΔE to the lowest compared entry with this formula, charge and spin ... 24.7 kcal per mole

***

What did the fifth record say?
Here is an isolated ion of composition C4H9N2 and charge +1 at a distorted geometry from the Open Molecules 2025 dataset. Energies are from ωB97M-V with the def2-TZVPD basis set.

Each line ends with the Mulliken charge.
Geometry (Å):
H 1.155 1.158 -2.223  0.375
C -0.416 -0.907 0.661  0.496
H -0.786 -2.697 0.660  0.237
H -1.742 -1.803 1.957  0.249
N 0.611 -0.956 -0.166  -0.116
H 1.894 0.827 0.232  0.287
C 0.896 0.467 -0.120  0.360
N -1.100 -1.965 1.198  -0.356
H -0.464 0.908 1.811  0.392
H -1.151 1.188 0.299  0.286
H -0.565 1.175 -1.768  0.334
H 0.510 2.369 -1.130  0.381
C 0.540 1.334 -1.404  -1.369
C -0.364 0.618 0.778  -0.816
H 0.983 -1.716 -0.784  0.262

Cartesian forces (eV/Å) of the 6 atoms listed first:
H 1.300 -0.161 -1.358
C -1.152 -0.435 0.820
H -0.367 -3.413 -0.139
H -0.214 -0.784 -0.258
N 0.312 -1.399 -0.851
H -0.845 -0.957 0.130

Calculated values
Molecular weight ... 85.13 g mol⁻¹
HOMO ... -0.5604 hartree
Lowest unoccupied orbital energy ... -3.5 eV
Spin multiplicity ... 1
Structure (SMILES) ... C[C@H]1CC(=[NH2+])N1
Total charge ... +1
ΔE to the lowest compared entry with this formula, charge and spin ... 40.3 kcal per mole

***

Q: The lowest ΔE to the lowest compared entry with this formula, charge and spin belongs to which entry?
A: number 8

***

Q: Number 4 is which compound?
A: C4H9N2

***

What did the fourth record say?
Here is a 2-piece molecular cluster, C4H9N2 overall at a distorted geometry from the Open Molecules 2025 dataset. Energies are from ωB97M-V with the def2-TZVPD basis set.

Each line ends with the Mulliken charge.
Geometry (Å):
H 3.239 -0.828 -0.789  0.285
H -2.725 0.589 1.236  0.223
N -2.288 -0.430 -0.500  -0.414
H -0.899 0.027 -0.279  0.457
C 2.454 -1.054 0.057  -0.755
H 1.283 2.004 -0.779  0.294
C 1.152 1.482 0.052  -0.613
H 1.136 2.130 0.881  0.255
H 2.785 -1.179 1.154  0.296
H -2.557 -1.139 -1.154  0.203
N 0.334 0.283 -0.171  -0.085
H -4.107 -0.038 0.142  0.291
C 1.521 0.052 0.006  0.455
C -3.091 0.127 0.320  -0.180
H 1.763 -2.026 -0.176  0.289

Cartesian forces (eV/Å) of the 6 atoms listed first:
H -1.090 -0.869 2.100
H -0.015 0.597 -0.511
N 2.467 1.600 2.229
H 0.388 -1.141 -0.534
C -0.646 -2.244 -0.539
H 0.785 2.177 -3.701

Calculated values
Molecular weight ... 85.13 g mol⁻¹
HOMO ... -0.5481 hartree
Lowest unoccupied orbital energy ... -3.6 eV
Spin multiplicity ... 1
Total charge ... +1
ΔE to the lowest compared entry with this formula, charge and spin ... 99.2 kcal per mole